The following is a quantum chemistry calculation of C8H17N3O in the gas phase at a distorted geometry, from the OMol25 dataset.

Structure (XYZ):
```
29
Properties=species:S:1:pos:R:3:mulliken_charge:R:1
N -2.90431 -0.91236 1.11099 -0.51
C -2.30943 0.02677 0.16220 0.72
N -2.35620 1.34312 0.52475 -0.71
O -1.83112 2.15990 -0.32449 -0.19
H -2.02077 2.85325 0.00054 0.27
C -1.94037 -0.55780 -1.07157 -1.03
H -1.70274 0.25716 -1.57501 0.56
H -2.67841 -1.02284 -1.76738 0.33
C -0.71051 -1.37378 -1.03644 -0.81
N 0.58907 -0.86196 -0.42922 -0.06
C 0.46758 -0.29809 1.01276 -0.55
C 1.85047 -0.17253 1.38055 -0.74
C 2.61323 0.69321 0.58781 -0.49
C 2.53822 0.64945 -0.75248 -0.39
C 1.05807 0.28170 -1.31968 -1.66
H 0.94823 0.00282 -2.12636 1.26
H 0.51345 1.05354 -0.97972 0.36
H 3.07359 -0.38285 -0.92125 0.23
H 3.01955 1.49832 -1.44094 0.25
H 3.59909 1.06490 1.12679 0.22
H 2.00008 1.79603 0.81343 0.12
H 2.41423 -1.08594 1.48064 0.46
H 1.93894 0.06913 2.60713 0.29
H 0.01352 -1.28587 1.70521 0.22
H -0.07477 0.57306 0.96196 0.51
H -0.33282 -1.78905 -1.93746 0.58
H -0.92157 -2.41327 -0.28551 0.25
H -3.29770 -1.58329 0.57437 0.24
H -3.55663 -0.58272 1.91839 0.28
```

Values from the calculation:
Energy relative to the best compared isomer or geometry (same formula, charge and spin), kJ/mol: 965.4
E, hartree: -554.15420
Charge: 0
Highest occupied orbital energy, eV: -8.141
Lowest unoccupied orbital energy, Ha: 0.03096



The following is a quantum chemistry calculation of a molecular structure, C41H30IIrN2O2P at a distorted geometry, from the OMol25 dataset.

Structure (XYZ):
```
78
Properties=species:S:1:pos:R:3:mulliken_charge:R:1
Ir 0.75582 -1.37805 0.60027 1.86
I -1.29688 -3.19925 0.90267 0.05
C -3.35878 -2.58085 0.61407 -0.25
C -4.20598 -3.66325 0.63977 -0.64
C -5.59218 -3.50245 0.60827 -0.91
C -6.10758 -2.24105 0.56887 -0.87
C -5.26458 -1.11345 0.49787 0.99
C -5.87168 0.15745 0.43547 -0.92
C -5.12138 1.28945 0.31347 -1.32
C -3.73508 1.17525 0.26367 -0.40
C -3.08358 -0.04225 0.35337 1.39
P -1.24998 0.23735 0.31997 0.18
C -1.04768 1.36865 -1.08793 0.77
C -0.03378 2.32575 -1.12653 -0.75
C 0.19192 3.05085 -2.28283 -0.96
C -0.57218 2.82615 -3.41593 -0.75
C -1.56858 1.86335 -3.38803 -0.84
C -1.79038 1.12355 -2.24353 -0.80
C -1.21588 1.19155 1.88097 1.65
C -1.08248 2.57115 1.96547 -0.34
C -1.14828 3.19175 3.20167 -0.85
C -1.35848 2.45485 4.35527 -0.72
C -1.50088 1.07855 4.27367 -0.57
C -1.42248 0.45025 3.04597 -0.98
C -3.83008 -1.24745 0.49007 0.84
H -3.80268 -4.66135 0.70757 0.40
H -6.23078 -4.36935 0.64727 0.42
H -7.17488 -2.08665 0.58597 0.42
H -6.94848 0.21725 0.48847 0.42
H -5.57868 2.26445 0.25957 0.48
H -3.15038 2.07935 0.16097 0.42
H 0.58582 2.49455 -0.25743 0.57
H 0.97712 3.79085 -2.30223 0.49
H -0.39318 3.40035 -4.31183 0.45
H -2.16818 1.67905 -4.26453 0.44
H -2.54878 0.35255 -2.23763 0.49
H -0.93518 3.17005 1.07867 0.45
H -1.04188 4.26385 3.25457 0.49
H -1.43258 2.94795 5.31337 0.41
H -1.67368 0.50205 5.17077 0.47
H -1.52118 -0.62745 2.98877 0.27
C 2.76192 0.95815 3.81667 -0.79
C 3.69522 1.69395 3.10347 -1.01
C 3.69842 1.66885 1.72127 -0.72
C 2.76132 0.90325 1.02007 1.35
C 1.84032 0.13055 1.75757 0.01
C 1.84442 0.16805 3.14077 -0.63
C 2.70132 0.83655 -0.44403 0.07
C 3.54392 1.56365 -1.31473 -1.53
C 3.37182 1.45765 -2.66763 -1.24
C 2.38352 0.60505 -3.20143 1.19
C 2.13322 0.42625 -4.57523 -0.98
C 1.19172 -0.47175 -4.99923 -0.79
C 0.45262 -1.22125 -4.07093 -0.90
C 0.63942 -1.03975 -2.73133 -0.32
C 1.61062 -0.13435 -2.26893 0.02
N 1.77822 0.03205 -0.94863 1.34
H 2.75142 0.99195 4.89427 0.50
H 4.42222 2.29385 3.63167 0.44
H 4.44482 2.24215 1.19387 0.45
H 1.14052 -0.43055 3.70547 0.53
H 4.31422 2.20165 -0.91063 0.52
H 3.99652 2.02665 -3.34003 0.51
H 2.70262 0.99775 -5.29203 0.50
H 1.02162 -0.63175 -6.05283 0.43
H -0.27048 -1.93835 -4.42553 0.50
H 0.07262 -1.60085 -1.99493 0.29
O 1.93372 -3.02805 1.90407 -0.64
C 2.77652 -3.11935 1.00607 0.37
C 4.13102 -3.78105 1.06407 -0.60
C 4.65462 -3.57955 -0.35203 -0.47
C 3.62932 -2.65045 -1.01813 0.05
O 3.75562 -2.11745 -2.08953 -0.54
N 2.55552 -2.53325 -0.17953 -0.02
H 4.04532 -4.82255 1.36847 0.33
H 4.74322 -3.26885 1.80697 0.25
H 4.67622 -4.50685 -0.92483 0.27
H 5.64372 -3.12755 -0.40063 0.32
```

Values from the calculation:
Energy relative to the best compared isomer or geometry (same formula, charge and spin), kJ/mol: 234.2
E, hartree: -2583.56684
Charge: +1
Highest occupied orbital energy, eV: -10.651
Lowest unoccupied orbital energy, Ha: -0.13190



The following is a quantum chemistry calculation of a gas-phase ion, C2H7NO (charge +1) at a distorted geometry, from the OMol25 dataset.

Structure (XYZ):
```
11
Properties=species:S:1:pos:R:3:mulliken_charge:R:1
C -0.02551 -0.59945 0.53801 -0.52
O 0.17030 -0.02251 1.83746 -0.47
C -0.40842 0.47449 -0.47265 -0.15
N 0.12937 0.09507 -1.77744 -0.14
H 0.83417 -1.17796 0.18941 0.35
H -0.86670 -1.25275 0.76672 0.29
H 1.06204 0.36974 1.85729 0.32
H -1.49790 0.51407 -0.56084 0.31
H -0.08727 1.50600 -0.24155 0.33
H 1.13084 0.18391 -1.96770 0.33
H -0.48914 0.40260 -2.53776 0.34
```

Values from the calculation:
2S+1: 2
Energy relative to the best compared isomer or geometry (same formula, charge and spin), kJ/mol: 130.7
E, hartree: -210.02812
Charge: +1
Highest occupied orbital energy (spin up / spin down), eV: -15.484 / -15.420
Lowest unoccupied orbital energy (spin up / spin down), Ha: -0.14619 / -0.34116



The following is a quantum chemistry calculation of a molecular structure, C3H5LuO3 at a distorted geometry, from the OMol25 dataset.

Structure (XYZ):
```
12
Properties=species:S:1:pos:R:3:mulliken_charge:R:1
H 0.10359 1.41655 2.06926 0.23
C 0.04548 0.79869 1.17435 -0.82
C 0.60733 1.32051 0.05405 0.38
O 1.30098 0.68910 -0.91424 -0.15
C 0.72259 -0.46444 -1.39797 -0.10
O 1.37018 -0.73667 -2.56169 -0.39
Lu -0.58675 -1.61955 0.09125 1.42
O -2.49531 -1.24285 0.82707 -0.81
H -0.72902 0.10752 1.50400 0.24
H -2.76962 -0.96988 1.70200 0.30
H 0.87493 2.38016 0.05180 0.33
H 1.55563 -1.67915 -2.59988 0.36
```

Values from the calculation:
2S+1: 2
Energy relative to the best compared isomer or geometry (same formula, charge and spin), kJ/mol: 137.4
E, hartree: -1578.15158
Charge: +1
Highest occupied orbital energy (spin up / spin down), eV: -11.279 / -13.929
Lowest unoccupied orbital energy (spin up / spin down), Ha: -0.21990 / -0.22247



The following is a quantum chemistry calculation of C4H6F3N in the gas phase at a distorted geometry, from the OMol25 dataset.

Structure (XYZ):
```
14
Properties=species:S:1:pos:R:3:mulliken_charge:R:1
C 0.77838 -0.59504 -0.28127 -0.40
C 0.71028 0.80804 0.38803 0.08
C -0.78964 0.59812 0.61352 -0.07
C -0.61012 -0.87430 0.40152 0.15
H 2.51049 -1.51611 -0.96534 0.29
H 2.34132 -1.27553 0.80870 0.22
H 0.63972 -0.48710 -1.38326 0.39
H 1.19566 0.81321 1.33998 0.34
H -1.11937 1.01694 1.60612 0.30
H -0.35163 -1.33070 1.44025 0.25
N 1.85550 -1.44885 -0.04692 -0.57
F 1.08799 1.93000 -0.32928 -0.34
F -1.61653 1.11218 -0.39362 -0.31
F -1.55347 -1.56436 -0.30474 -0.32
```

Values from the calculation:
Energy relative to the best compared isomer or geometry (same formula, charge and spin), kJ/mol: 89.3
E, hartree: -510.30789
Charge: 0
Highest occupied orbital energy, eV: -9.605
Lowest unoccupied orbital energy, Ha: 0.03005



The following is a quantum chemistry calculation of 2 unconnected molecules or ions with the total composition C5H11NO at a distorted geometry, from the OMol25 dataset.

Structure (XYZ):
```
18
Properties=species:S:1:pos:R:3:mulliken_charge:R:1
C -1.96468 -0.98389 -0.54903 -1.17
C -1.48369 -0.10888 0.59952 -0.37
N -0.03166 -0.08406 0.63507 -0.07
C 0.63574 1.07322 1.14556 -0.36
C 0.62047 0.76551 -0.33034 0.00
C 1.58931 0.09969 -1.26971 -0.43
O 1.96062 -1.04969 -1.23182 -0.45
H -3.05496 -1.07444 -0.53117 0.40
H -1.52574 -1.98346 -0.47674 0.30
H -1.67626 -0.55838 -1.51776 0.29
H -1.90109 0.91084 0.50325 0.29
H -1.82581 -0.51552 1.55704 0.33
H 0.00720 1.92037 1.44307 0.27
H 1.52514 0.91221 1.74576 0.22
H 0.00747 1.47988 -0.89068 0.43
H 1.85578 0.70703 -2.14751 0.35
H 2.88330 -0.43823 0.87829 0.02
H 2.49975 -0.96026 0.46705 -0.06
```

Values from the calculation:
Energy relative to the best compared isomer or geometry (same formula, charge and spin), kJ/mol: 365.7
E, hartree: -326.99207
Charge: 0
Highest occupied orbital energy, eV: -9.645
Lowest unoccupied orbital energy, Ha: 0.02694